Entry 1:
Entry from OMol25: C25H46AuP2 as an isolated structure at a distorted geometry (ωB97M-V with the def2-TZVPD basis set).

Summary:
Spin multiplicity: 3
M: 605.6 g mol⁻¹
Charge: +1
HOMO-LUMO gap (alpha / beta): 5.70 / 6.01 eV

Geometry as XYZ:
```
74
C25H46AuP2 (ωB97M-V with the def2-TZVPD basis set)
Au -0.9412 0.0169 -0.0455
C 1.7636 3.0907 -1.5193
C 0.4351 3.4507 -1.1152
C 1.9033 4.2281 0.4734
C 2.6602 3.6429 -0.5698
C 0.5231 4.0300 0.1864
C 2.1413 2.2546 -2.6924
H 1.3443 1.5827 -3.0573
H 2.9863 1.6206 -2.4014
H 2.4617 2.8560 -3.5613
C 4.1302 3.6533 -0.7016
H 4.4562 2.8853 -1.4152
H 4.6111 3.4764 0.2677
H 4.5105 4.6170 -1.0795
C 2.4759 4.9919 1.5984
H 2.7393 6.0020 1.2644
H 3.3949 4.5275 1.9686
H 1.7655 5.1113 2.4182
C -0.6031 4.3570 1.0853
H -0.7907 5.4322 1.0257
H -0.3324 4.1229 2.1142
H -1.5569 3.8569 0.8735
C -0.7883 3.1579 -1.8935
H -1.0599 4.0254 -2.4975
H -1.6198 2.8983 -1.2408
H -0.6024 2.3102 -2.5560
C -0.8022 -4.3066 -0.3746
C -0.8565 -3.8742 -1.6697
C -2.1289 -3.6308 -2.4794
C -3.2108 -2.8372 -1.7321
C -2.7458 -1.9098 -0.6137
C -2.5330 -2.3554 0.6438
C -2.7783 -3.7444 1.0930
C -1.9609 -4.8425 0.4290
H -2.5569 -4.5876 -2.8275
H -3.9679 -3.5636 -1.3962
H -1.8112 -3.0914 -3.3839
H -2.6460 -5.5218 -0.1490
H 0.1452 -4.6994 0.0335
H 0.0560 -4.0102 -2.3064
H -1.5023 -5.4502 1.2319
H -2.5679 -3.7685 2.1701
H -2.5018 -1.6817 1.4896
H -3.8531 -4.0595 1.0407
H -3.7269 -2.1647 -2.4259
H -2.8064 -0.8288 -0.8698
P 1.0452 -1.4767 -0.4708
P -0.9540 0.1710 2.2141
C 0.5737 -2.2796 1.1493
C -0.0264 -1.4440 2.3456
H 1.5431 -2.7621 1.4358
H -0.1953 -3.0261 0.9323
H -0.7676 -2.0738 2.8789
H 0.7026 -1.1370 3.1380
C -0.1494 1.3023 3.3096
H -0.2329 2.3314 2.9719
H 0.9102 1.0862 3.4302
H -0.6106 1.2266 4.3019
C -2.7390 0.2971 2.5639
H -2.9876 -0.1699 3.5212
H -3.3542 -0.1087 1.7498
H -2.9860 1.3669 2.5344
C 2.4329 -2.3848 -1.2152
H 2.7723 -1.8085 -2.0817
H 2.1390 -3.3863 -1.5587
H 3.2516 -2.4276 -0.5112
C 0.1127 -1.3324 -2.1457
H 0.3698 -0.3213 -2.4751
H -0.9852 -1.4666 -2.1401
H 0.5557 -2.0734 -2.7698
C 1.8511 -0.0154 0.4075
H 2.3664 -0.6235 1.2045
H 1.5734 1.0074 0.8554
H 2.5360 0.2586 -0.4093
```

Here are the Mulliken charges for atoms 1 to 8, given in e: 0.228 0.422 0.308 0.334 0.829 0.883 -1.663 0.336

Entry 2:
Entry from OMol25: C25H46Cl2N3O6SiTl as an isolated structure at a distorted geometry (ωB97M-V with the def2-TZVPD basis set).

Summary:
M: 788.0 g mol⁻¹
HOMO-LUMO gap (alpha / beta): 4.79 / 3.03 eV

Geometry as XYZ:
```
84
C25H46Cl2N3O6SiTl (ωB97M-V with the def2-TZVPD basis set)
C -1.9218 0.0766 -4.5798
C -1.2849 -0.8858 -3.6307
H -2.0207 -0.3608 -5.5831
H -1.3343 0.9988 -4.6677
H -2.9376 0.3523 -4.2532
C -0.7757 -2.0755 -4.0073
C -0.8829 -2.6697 -5.3776
H -0.3555 -2.7319 -3.2438
H -0.4950 -1.9933 -6.1512
H -1.9197 -2.9454 -5.6368
H -0.2900 -3.5930 -5.4155
Tl 2.5423 1.4467 2.2903
Cl 0.9680 3.9846 0.9324
C 0.4479 -2.0327 2.3475
O 1.4445 -1.3896 2.0483
N 0.4369 -3.1436 3.0920
C 1.6994 -3.6869 3.6089
C -0.7381 -3.9760 3.3266
H -0.6306 -1.6873 2.0243
H 2.4012 -2.8574 3.7720
H 2.1295 -4.4267 2.9087
H 1.4678 -4.2031 4.5512
H -1.6395 -3.3598 3.2638
H -0.6435 -4.4208 4.3192
H -0.8013 -4.7923 2.5955
H 1.1948 4.1103 6.0201
H -0.6595 5.9001 5.1796
C 1.2798 3.7771 4.9763
C -0.2269 5.5723 4.2207
N 0.0738 4.1483 4.2551
H 1.4223 2.6906 4.9371
C -0.7024 3.2553 3.6048
O -0.4638 2.0422 3.5012
H -0.9485 5.7614 3.4146
H -1.6028 3.7308 3.1575
H 2.1426 4.2970 4.5294
H 0.6961 6.1416 4.0406
H 2.0619 0.6362 -2.8527
H 2.1605 -1.9597 -3.2568
C 3.0754 0.4742 -2.4492
C 3.0666 -1.9931 -2.6348
N 3.1109 -0.8178 -1.7693
H 3.3361 1.2654 -1.7367
C 3.5679 -0.9307 -0.4833
O 3.8919 0.0180 0.2415
H 3.0554 -2.8950 -2.0120
H 3.6287 -1.9873 -0.1426
H 3.7820 0.4584 -3.2948
H 3.9442 -2.0173 -3.3012
O -0.2954 0.5028 -1.9295
C -1.2355 -0.4431 -2.1473
C 0.2149 -2.0454 -0.8333
C -1.0712 -1.6778 -1.2163
H 1.0090 -1.3133 -0.9375
C 0.4738 -3.3586 -0.4229
H -2.2304 -0.0099 -1.9222
C -2.1472 -2.5268 -0.9272
H 1.5043 -3.6665 -0.2509
C -0.5867 -4.2474 -0.2558
C -1.9006 -3.8123 -0.4446
H -3.1759 -2.1953 -1.1060
H -0.3784 -5.2796 0.0486
H -2.7350 -4.4956 -0.2247
Si 0.0972 2.6674 -0.8717
Cl 0.9025 0.9385 0.3987
C 1.5461 3.6735 -1.7297
C -1.5489 3.1821 -0.0218
C -0.6649 2.5487 -2.6797
H 2.5312 3.4726 -1.2944
H 1.3698 4.7592 -1.6545
H 1.6206 3.4386 -2.8012
H -0.0075 2.0294 -3.3847
H -0.7837 3.5802 -3.0558
H -1.6818 2.1230 -2.7057
H -1.6577 2.7918 0.9935
H -2.3621 2.7676 -0.6206
H -1.6762 4.2714 0.0334
C -3.4138 0.4647 2.5571
C -2.4390 -0.2413 1.6595
O -2.0462 -1.3846 2.1409
O -2.1025 0.2628 0.5737
H -4.0589 1.1295 1.9840
H -2.8310 1.0687 3.2564
H -3.9925 -0.2807 3.1133
```

Here are the Mulliken charges for atoms 1 to 8, given in e: -1.583 0.280 0.492 0.225 0.319 0.436 -1.933 0.512

Entry 3:
Entry from OMol25: C25H46ClI2NO7 as an isolated structure at a distorted geometry (ωB97M-V with the def2-TZVPD basis set).

Summary:
M: 761.9 g mol⁻¹
HOMO-LUMO gap: 8.33 eV

Geometry as XYZ:
```
82
C25H46ClI2NO7 (ωB97M-V with the def2-TZVPD basis set)
C 3.4265 -2.1021 3.3723
C 2.8483 -3.1143 2.3482
C 2.7951 -2.5304 0.9009
O 1.4463 -2.5694 0.4887
C 1.1981 -2.2087 -0.8281
Cl 1.8057 -3.6737 -1.8235
C 1.9400 -0.9546 -1.3091
C 3.2910 -1.1745 -2.0429
C 4.0442 0.1814 -2.1008
C 3.4799 1.1499 -3.1374
C 4.4550 2.3624 -3.2624
C 4.1654 3.4330 -2.1838
C 4.9046 3.1860 -0.8600
O 3.9772 2.7824 0.1409
C 4.6086 2.6041 1.3887
O -0.1874 -2.2613 -0.9039
C -0.9354 -1.5168 -1.7857
I -0.4181 -1.6589 -3.8953
I -1.2020 0.5858 -1.1690
C -2.3730 -2.1480 -1.6967
N -3.0724 -1.7854 -0.4843
C -4.5324 -1.6923 -0.7016
C -5.0894 -0.5709 0.2322
C -6.0740 0.3085 -0.5762
C -5.2991 1.2745 -1.5137
C -4.8765 2.5747 -0.8013
O -4.8231 2.3794 0.6125
C -4.6684 3.5470 1.3034
C -3.3537 4.3057 1.2425
O -5.5395 3.9420 1.9828
C -2.7683 -2.6915 0.6304
C -1.8369 -2.0435 1.6814
O -2.5227 -1.9989 2.9463
C -1.8177 -1.4696 3.9599
C -0.3006 -1.2630 3.8533
O -2.3508 -1.1850 4.9565
H 3.3829 -1.0719 3.0182
H 2.8895 -2.2099 4.3148
H 4.4724 -2.3493 3.5722
H 1.8199 -3.3217 2.6479
H 3.4231 -4.0391 2.3317
H 3.2091 -1.5200 0.9836
H 3.4894 -3.1227 0.3000
H 2.2002 -0.3159 -0.4599
H 1.3870 -0.3132 -1.9906
H 3.9458 -1.8522 -1.5024
H 3.0885 -1.4905 -3.0661
H 5.0677 -0.0651 -2.4009
H 4.0665 0.5826 -1.0831
H 2.4880 1.5316 -2.8769
H 3.4059 0.7140 -4.1388
H 4.4941 2.7612 -4.2775
H 5.4571 1.9678 -3.0582
H 3.1037 3.3543 -1.9284
H 4.3401 4.4467 -2.5449
H 5.7095 2.4501 -0.9938
H 5.3558 4.1225 -0.5013
H 5.4346 3.3075 1.5496
H 4.9741 1.5796 1.5435
H 3.8542 2.8066 2.1535
H -2.1782 -3.2345 -1.7187
H -2.9260 -1.9375 -2.6078
H -4.7765 -1.4618 -1.7387
H -5.0472 -2.6283 -0.4421
H -4.2312 0.0214 0.5481
H -5.5518 -0.9739 1.1361
H -6.6603 -0.3719 -1.1996
H -6.6980 0.8852 0.1069
H -4.4265 0.7214 -1.8692
H -5.9595 1.4876 -2.3549
H -3.8735 2.8240 -1.1698
H -5.5935 3.3511 -1.0855
H -2.6149 3.6838 1.7613
H -3.0186 4.4159 0.2096
H -3.4376 5.2425 1.7795
H -2.3459 -3.6520 0.3163
H -3.6937 -2.9182 1.1687
H -0.9264 -2.6446 1.7284
H -1.5851 -1.0308 1.3673
H 0.1307 -2.2415 3.6195
H -0.0820 -0.5353 3.0711
H 0.0915 -0.9600 4.8165
```

Here are the Mulliken charges for atoms 1 to 8, given in e: -1.234 -0.374 -0.106 -0.239 0.274 -0.223 -0.475 -0.500